A cluster of 6 separate species, C25H61BrN5O18P2S6 in total, computed with the ωB97M-V functional and the def2-TZVPD basis.

XYZ file:
```
118
Properties=species:S:1:pos:R:3:forces:R:3:lowdin_charge:R:1
C 2.661050 -0.729399 -2.907392 -1.13 0.43 0.10 -0.06
C 1.479129 -1.589159 -3.354840 1.37 -0.57 -0.32 -0.22
O 0.633762 -0.892013 -4.287622 -0.19 -0.15 0.51 -0.07
C -0.510847 -0.370527 -3.759795 -0.11 -0.11 -0.50 -0.53
P -0.243209 0.580532 -2.144537 1.60 1.00 0.32 0.99
N -0.199069 -0.530643 -0.833107 -0.43 0.30 -0.30 -0.14
O -1.707442 1.331139 -1.971703 -0.01 -1.02 -0.08 -0.30
N -1.599899 -1.414443 -3.758198 -0.03 -0.07 1.26 0.18
C -2.843904 -0.970036 -3.943691 -0.44 0.51 -1.08 -0.37
N -3.846715 -1.109605 -3.107972 -0.15 0.23 1.19 -0.17
C -5.197495 -0.578613 -3.372454 -0.26 -0.77 0.56 -0.25
C -6.165156 -1.628450 -3.932633 -0.51 1.23 -0.34 -0.69
C -7.523621 -1.396394 -3.303579 0.40 0.20 0.08 -0.15
Br -6.386753 -1.218008 -5.849384 0.23 -0.55 -0.08 0.74
P -3.632872 -1.979788 -1.610722 -0.19 -2.79 -0.50 0.43
S -3.644877 -3.888453 -1.957189 0.17 0.44 0.09 0.22
N -3.113836 -0.302441 -5.137364 1.25 -0.70 -0.06 0.10
C -1.821554 -0.015515 -5.816164 -0.48 0.53 0.02 -0.06
C -0.997852 0.685945 -4.760630 -0.45 -0.30 -0.29 -0.25
O 0.099680 1.428204 -5.323067 0.11 -0.95 0.11 0.07
C -0.167254 2.677611 -5.289396 -0.72 3.44 0.31 -0.34
N -0.477638 3.805770 -5.192422 0.73 -2.35 -0.31 0.19
H 3.607171 -1.142374 -3.199945 0.35 -0.22 0.16 0.06
H 2.595707 -0.495973 -1.852175 0.36 -0.11 0.33 0.05
H 2.544527 0.208617 -3.428322 0.28 0.38 -0.19 0.07
H 1.895035 -2.416906 -3.908682 -0.15 -0.31 -0.36 0.12
H 0.941784 -2.031619 -2.523880 -0.47 0.15 0.10 0.10
H -0.959250 -0.406921 -0.176056 -0.13 -0.20 0.10 0.03
H 0.650600 -0.362809 -0.303320 0.19 -0.20 -0.03 0.04
H -2.086972 1.136564 -1.109373 -0.42 0.24 0.10 0.05
H -1.494463 -2.145192 -3.059806 0.17 0.09 0.17 0.10
H -5.581155 -0.283341 -2.404187 0.00 0.17 0.32 0.10
H -5.165646 0.319628 -3.964651 0.30 0.17 -0.30 0.11
H -5.817826 -2.638437 -3.795833 0.21 -0.32 -0.22 0.07
H -7.772434 -0.350766 -3.421986 -0.29 0.30 -0.16 0.08
H -7.457615 -1.558626 -2.234655 -0.11 -0.37 0.31 0.08
H -8.289583 -2.001798 -3.754917 -0.27 -0.25 -0.02 0.08
H -2.394104 -1.629822 -1.050016 -0.32 0.82 -0.07 -0.04
H -4.712123 -1.646361 -0.780799 0.23 0.91 -0.18 0.02
H -3.559254 -1.022023 -5.710853 -0.86 0.45 -0.12 0.12
H -1.347115 -0.916245 -6.181904 0.25 -0.19 -0.13 0.15
H -2.046633 0.663509 -6.621891 0.03 0.16 -0.38 0.14
H -1.673253 1.387249 -4.283535 -0.04 0.22 0.22 0.13
O -4.765251 2.430637 -1.340410 0.00 -0.23 0.22 -0.31
S -4.416793 3.822919 -1.477392 0.05 0.47 -0.64 0.56
O -4.246748 4.640114 -0.322078 0.00 -0.26 0.33 -0.25
O -5.452925 4.510626 -2.458561 0.11 -0.22 -0.06 -0.26
C -6.863460 4.374992 -2.169516 -0.65 0.11 0.21 -0.25
C -7.315382 5.302403 -1.059509 0.24 -0.02 0.16 -0.07
C -2.997842 3.950036 -2.500233 -0.05 0.21 -0.15 -0.13
H -7.097802 3.334351 -1.939248 0.18 -0.04 0.01 0.11
H -7.376280 4.626417 -3.095279 0.24 0.02 -0.13 0.12
H -6.882233 5.015238 -0.102331 -0.02 -0.02 0.00 0.07
H -8.400465 5.272803 -0.964932 -0.01 -0.02 -0.08 0.09
H -7.004428 6.325744 -1.265145 -0.06 0.01 -0.06 0.09
H -3.159401 3.348699 -3.389580 0.02 0.00 -0.04 0.06
H -2.163129 3.565534 -1.928562 0.06 0.04 0.04 0.05
H -2.824387 4.989394 -2.764795 -0.09 0.03 0.04 0.09
O 4.568628 -0.192028 -5.161181 -0.02 -0.24 0.01 -0.28
S 4.922354 -0.011423 -6.538402 0.22 0.57 -0.28 0.57
O 4.946249 -1.125478 -7.430105 -0.14 -0.27 0.09 -0.27
O 6.306021 0.755438 -6.613833 -0.12 0.08 0.02 -0.26
C 7.423762 0.217059 -5.870764 0.55 -0.33 0.23 -0.24
C 8.055225 -0.973500 -6.564218 -0.24 -0.11 -0.11 -0.07
C 3.928396 1.263001 -7.235249 -0.03 0.08 0.01 -0.12
H 7.110163 -0.032055 -4.856077 -0.18 0.03 -0.05 0.11
H 8.143407 1.029166 -5.797602 -0.17 0.17 -0.11 0.12
H 7.382677 -1.830301 -6.571216 0.01 0.00 0.02 0.07
H 8.971173 -1.263566 -6.050209 0.02 0.08 0.03 0.08
H 8.289951 -0.733843 -7.600694 0.07 0.04 0.02 0.09
H 3.947069 2.124558 -6.573666 0.03 0.00 0.01 0.08
H 2.916856 0.872576 -7.323398 0.02 -0.07 0.02 0.07
H 4.321444 1.514774 -8.216175 0.02 -0.02 -0.01 0.08
O 5.472662 -1.527783 -0.251971 -0.13 0.37 -0.16 -0.27
S 4.606365 -2.074562 0.743706 0.20 -0.63 0.37 0.55
O 3.385997 -1.405789 1.098665 -0.11 0.20 -0.25 -0.31
O 5.441636 -2.375028 2.049169 -0.10 -0.06 -0.07 -0.25
C 6.240453 -1.306651 2.615404 0.33 0.59 0.34 -0.23
C 5.404269 -0.314054 3.394322 -0.32 -0.01 -0.15 -0.06
C 4.233638 -3.745601 0.333728 -0.04 -0.07 0.03 -0.12
H 6.815832 -0.817131 1.828576 -0.11 -0.13 -0.15 0.11
H 6.950583 -1.794205 3.278973 -0.10 -0.26 -0.08 0.12
H 4.746490 0.250654 2.732838 0.05 0.04 -0.03 0.07
H 6.046570 0.393914 3.917815 0.09 -0.06 -0.02 0.09
H 4.776284 -0.827955 4.119381 0.10 0.00 0.05 0.05
H 5.159768 -4.264150 0.104895 0.02 0.01 0.00 0.08
H 3.582814 -3.729559 -0.537748 0.01 0.06 -0.02 0.07
H 3.724958 -4.207756 1.175427 0.00 0.01 0.02 0.08
O 3.365102 -1.998631 5.449606 0.22 0.08 0.15 -0.27
S 2.022375 -1.824207 5.910498 -0.51 -0.40 -0.14 0.57
O 1.685092 -0.746944 6.784332 0.28 0.13 -0.05 -0.27
O 1.509079 -3.186268 6.536462 -0.01 0.00 -0.17 -0.26
C 2.311256 -3.802427 7.570135 0.30 -0.20 0.61 -0.24
C 2.133923 -3.124504 8.914283 -0.05 0.26 -0.10 -0.07
C 0.935339 -1.799067 4.526551 -0.09 -0.03 -0.07 -0.12
H 3.358924 -3.820180 7.266792 -0.05 0.11 -0.15 0.11
H 1.972057 -4.834373 7.626578 -0.16 0.04 -0.21 0.12
H 2.547859 -2.116956 8.906966 0.03 -0.01 0.00 0.07
H 2.641406 -3.695182 9.691479 0.00 -0.07 -0.04 0.08
H 1.077151 -3.041756 9.166717 -0.01 -0.08 0.02 0.09
H 1.165329 -2.644631 3.884659 0.03 -0.01 0.01 0.07
H 1.108033 -0.863759 3.998665 0.07 0.02 0.04 0.07
H -0.088610 -1.846728 4.888110 0.01 0.01 0.04 0.08
O -1.301093 1.178296 11.518733 0.17 -0.21 0.09 -0.27
S -2.075432 1.173020 10.318325 -0.25 0.45 -0.20 0.56
O -2.184506 -0.012552 9.527191 0.06 -0.22 0.08 -0.28
O -1.593864 2.372318 9.393043 -0.12 0.05 0.05 -0.26
C -0.183195 2.469887 9.097181 0.60 -0.01 -0.26 -0.24
C 0.255016 1.474773 8.041729 -0.26 -0.06 0.18 -0.09
C -3.689158 1.789766 10.654766 -0.05 0.06 0.00 -0.12
H 0.397933 2.356155 10.013319 -0.16 -0.05 0.09 0.12
H -0.028763 3.486704 8.741098 -0.25 0.06 0.07 0.12
H 0.192630 0.455440 8.412111 0.04 -0.02 0.00 0.06
H 1.285218 1.662887 7.745929 0.02 0.05 0.03 0.08
H -0.385035 1.541802 7.161301 0.03 0.06 -0.03 0.09
H -3.600743 2.715085 11.216235 0.02 0.01 0.00 0.08
H -4.206918 1.036397 11.243524 0.05 -0.05 0.01 0.08
H -4.205448 1.951465 9.712759 0.01 -0.02 -0.02 0.07
```
Forces are in eV/Å.

Charge: +1
DFT total energy, eV: -224841.975
HOMO energy, eV: -11.83
HOMO-LUMO gap, eV: 8.38